# C29H45BO2P2Ti

A structure of composition C29H45BO2P2Ti (ωB97M-V/def2-TZVPD, the Open Molecules 2025 dataset).

Energy above the lowest of the compared OMol25 structures with the same formula, charge and spin   84.2 kcal per mole
Charge   +1
E_LUMO (spin up / spin down)   -2.5079 / -2.3525 eV
<S²>   0.76
2S+1   2
Frontier orbital gap (spin up / spin down)   6.657 / 6.898 eV

The geometry in XYZ format:
```
80
C29H45BO2P2Ti, DFT ωB97M-V/def2-TZVPD
Ti 1.329 -0.679 -0.930
C -0.529 -0.989 0.215
C -0.143 -2.185 -0.515
C 1.614 -1.609 0.947
C 0.549 -0.641 1.102
C 1.183 -2.584 -0.038
C -1.875 -0.348 0.270
H -2.526 -0.695 -0.538
H -1.801 0.747 0.207
H -2.425 -0.519 1.211
C 0.466 0.431 2.129
H -0.545 0.479 2.551
H 0.668 1.411 1.699
H 1.182 0.269 2.941
C 2.840 -1.674 1.785
H 3.300 -2.663 1.706
H 2.547 -1.508 2.826
H 3.583 -0.914 1.521
C 1.882 -3.858 -0.370
H 2.368 -4.265 0.525
H 2.662 -3.754 -1.141
H 1.145 -4.597 -0.703
C -1.012 -2.936 -1.465
H -0.919 -4.018 -1.323
H -0.770 -2.729 -2.517
H -2.066 -2.685 -1.301
C -1.504 3.317 -2.204
C -2.789 2.930 -2.281
C -3.368 1.714 -2.949
C -2.976 1.489 -4.442
C -1.657 0.744 -4.762
C -1.015 0.098 -3.559
C -0.628 0.981 -2.346
C -0.337 2.465 -2.563
H -4.468 1.830 -2.902
H -2.990 2.456 -4.947
H -3.191 0.782 -2.378
H 0.038 2.628 -3.583
H -1.209 4.319 -1.848
H -3.530 3.598 -1.828
H 0.506 2.780 -1.913
H -1.374 0.856 -1.570
H -1.490 -0.865 -3.304
H 0.322 0.733 -1.754
H -3.783 0.905 -4.915
H -1.899 -0.046 -5.475
P -0.119 1.365 -5.544
C -0.397 3.156 -5.765
C -0.262 0.744 -7.270
P 1.098 -0.610 -3.415
C 1.377 0.721 -4.779
C 0.960 -2.090 -4.432
C 2.834 -0.586 -2.684
H 0.546 3.714 -5.643
H -1.154 3.535 -5.061
H -0.782 3.319 -6.791
H 0.177 1.470 -7.969
H -1.327 0.638 -7.535
H 0.235 -0.229 -7.395
H 3.423 0.097 -3.311
H 3.279 -1.584 -2.582
H 2.895 -0.030 -1.687
H 1.984 1.543 -4.360
H 1.989 0.228 -5.570
H 1.604 -2.883 -4.036
H 1.288 -1.847 -5.452
H -0.072 -2.457 -4.458
O 3.854 1.176 0.409
B 2.459 1.129 0.038
O 1.912 2.397 0.352
C 2.876 3.092 1.011
C 2.707 4.220 1.774
C 3.768 4.594 2.622
C 4.971 3.876 2.609
C 5.155 2.789 1.741
C 4.058 2.366 1.018
H 1.758 4.757 1.726
H 3.632 5.456 3.270
H 5.788 4.179 3.260
H 6.107 2.274 1.632
```

Population analysis type Löwdin, resulting atomic charges in e:
1 Ti 0.6727
2 C -0.2526
3 C -0.2548
4 C -0.2969
5 C -0.2786
6 C -0.2863
7 C -0.0258
8 H 0.0766
9 H 0.0914
10 H 0.1073
11 C 0.0022
12 H 0.0965
13 H 0.0750
14 H 0.1002
15 C 0.0043
16 H 0.0854
17 H 0.0971
18 H 0.0833
19 C -0.0142
20 H 0.0874
21 H 0.0839
22 H 0.0826
23 C -0.0173
24 H 0.0887
25 H 0.0440
26 H 0.0878
27 C -0.0878
28 C -0.0879
29 C -0.1727
30 C -0.1397
31 C -0.3798
32 C -0.3608
33 C -0.2755
34 C -0.1783
35 H 0.1198
36 H 0.0983
37 H 0.1031
38 H 0.0496
39 H 0.1176
40 H 0.1091
41 H 0.1234
42 H 0.0528
43 H 0.0884
44 H 0.0315
45 H 0.1192
46 H 0.1057
47 P 0.9453
48 C -0.1729
49 C -0.1697
50 P 0.7781
51 C -0.3488
52 C -0.2295
53 C -0.2663
54 H 0.0726
55 H 0.0491
56 H 0.0718
57 H 0.0613
58 H 0.0707
59 H 0.0578
60 H 0.0636
61 H 0.0695
62 H -0.0057
63 H 0.0733
64 H 0.0764
65 H 0.0569
66 H 0.0397
67 H 0.0441
68 O 0.1063
69 B -0.3589
70 O 0.0840
71 C -0.2346
72 C 0.0067
73 C -0.0745
74 C -0.0766
75 C 0.0110
76 C -0.2298
77 H 0.1230
78 H 0.1032
79 H 0.1051
80 H 0.1218

# C43H47N4SbV

A structure of composition C43H47N4SbV (ωB97M-V/def2-TZVPD, the Open Molecules 2025 dataset).

Charge   +1
E_LUMO (spin up / spin down)   -3.0975 / -2.6896 eV
<S²>   2.03
2S+1   3
Frontier orbital gap (spin up / spin down)   6.642 / 7.422 eV

The geometry in XYZ format:
```
96
C43H47N4SbV, DFT ωB97M-V/def2-TZVPD
V -1.364 0.417 -0.147
C 0.211 3.136 2.499
C -0.184 1.694 2.779
C -1.688 1.421 2.628
N -1.943 0.294 1.731
C -2.606 -0.813 2.154
C -3.177 -0.930 3.416
C -3.878 -1.966 4.036
C -4.262 -3.194 3.558
C -4.019 -3.666 2.272
C -3.343 -3.083 1.226
C -2.660 -1.849 1.110
N -2.020 -1.513 -0.002
C -2.101 -2.416 -1.144
C -1.468 -1.800 -2.371
C -2.194 -0.570 -2.878
N -2.148 0.530 -1.920
C -2.848 1.662 -2.209
C -3.540 1.802 -3.400
C -4.388 2.813 -3.879
C -4.812 3.959 -3.268
C -4.405 4.400 -2.002
C -3.468 3.891 -1.143
C -2.647 2.726 -1.213
N -1.655 2.511 -0.360
C -1.200 3.698 0.379
C 0.168 3.531 1.024
H -0.432 3.814 3.071
H 1.223 3.306 2.875
H 0.361 1.030 2.100
H 0.144 1.403 3.779
H -2.109 1.262 3.614
H -2.200 2.296 2.226
H -3.069 -0.069 4.055
H -4.173 -1.745 5.056
H -4.811 -3.840 4.229
H -4.418 -4.650 2.052
H -3.308 -3.700 0.341
H -1.614 -3.371 -0.907
H -3.150 -2.646 -1.369
H -0.425 -1.558 -2.178
H -1.455 -2.544 -3.171
H -1.727 -0.240 -3.814
H -3.235 -0.834 -3.110
H -3.421 0.979 -4.089
H -4.785 2.625 -4.870
H -5.523 4.578 -3.798
H -4.885 5.307 -1.650
H -3.336 4.474 -0.244
H -1.149 4.520 -0.343
H -1.926 4.013 1.138
H 0.726 2.807 0.429
H 0.695 4.482 0.917
C 3.309 2.954 -0.318
C 4.201 1.755 -0.392
C 5.579 1.941 -0.494
C 6.456 0.870 -0.523
C 5.967 -0.424 -0.456
C 4.599 -0.628 -0.373
C 3.715 0.448 -0.339
Sb 1.672 -0.169 -0.279
C 1.639 -1.431 1.433
C 0.768 -2.519 1.403
C 0.560 -3.311 2.519
C 1.229 -3.006 3.696
C 2.070 -1.909 3.743
C 2.284 -1.094 2.631
C 3.157 0.122 2.801
C 1.927 -1.289 -2.081
C 1.622 -0.462 -3.168
C 1.686 -0.928 -4.469
C 2.050 -2.248 -4.693
C 2.365 -3.065 -3.624
C 2.324 -2.607 -2.304
C 2.762 -3.555 -1.222
H 3.881 3.874 -0.425
H 2.801 2.998 0.646
H 2.544 2.945 -1.097
H 5.969 2.950 -0.544
H 7.520 1.047 -0.598
H 6.641 -1.269 -0.476
H 4.224 -1.643 -0.330
H 0.239 -2.764 0.490
H -0.116 -4.154 2.470
H 1.087 -3.614 4.579
H 2.569 -1.662 4.672
H 3.236 0.377 3.856
H 2.751 0.995 2.286
H 4.163 -0.036 2.413
H 1.307 0.566 -3.004
H 1.448 -0.273 -5.296
H 2.099 -2.637 -5.701
H 2.668 -4.088 -3.807
H 2.256 -4.517 -1.319
H 2.577 -3.172 -0.220
H 3.834 -3.753 -1.300
```

Population analysis type natural (NBO), resulting atomic charges in e:
1 V 1.5483
2 C -0.3971
3 C -0.3989
4 C -0.2249
5 N -0.7321
6 C 0.3055
7 C -0.2733
8 C -0.1289
9 C -0.2317
10 C -0.1254
11 C -0.2693
12 C 0.2075
13 N -0.6615
14 C -0.2312
15 C -0.4110
16 C -0.2411
17 N -0.7196
18 C 0.2804
19 C -0.2807
20 C -0.1269
21 C -0.2436
22 C -0.1048
23 C -0.2831
24 C 0.2097
25 N -0.6496
26 C -0.2405
27 C -0.4066
28 H 0.2057
29 H 0.2158
30 H 0.2003
31 H 0.2229
32 H 0.2022
33 H 0.1978
34 H 0.2130
35 H 0.2208
36 H 0.2256
37 H 0.2214
38 H 0.2218
39 H 0.2011
40 H 0.1969
41 H 0.2225
42 H 0.2346
43 H 0.2085
44 H 0.1958
45 H 0.2234
46 H 0.2221
47 H 0.2274
48 H 0.2214
49 H 0.2235
50 H 0.2092
51 H 0.1890
52 H 0.2074
53 H 0.2240
54 C -0.6531
55 C 0.0701
56 C -0.2329
57 C -0.1843
58 C -0.2016
59 C -0.2320
60 C -0.3712
61 Sb 1.1694
62 C -0.3822
63 C -0.2243
64 C -0.2105
65 C -0.2058
66 C -0.1502
67 C -0.0507
68 C -0.6247
69 C -0.3516
70 C -0.2358
71 C -0.2139
72 C -0.1895
73 C -0.1920
74 C -0.0369
75 C -0.6480
76 H 0.2300
77 H 0.2134
78 H 0.2167
79 H 0.2166
80 H 0.2244
81 H 0.2226
82 H 0.2150
83 H 0.2092
84 H 0.2213
85 H 0.2225
86 H 0.2082
87 H 0.2259
88 H 0.2013
89 H 0.2392
90 H 0.2107
91 H 0.2229
92 H 0.2243
93 H 0.2178
94 H 0.2300
95 H 0.2257
96 H 0.2300

# C26H58P4SeTl

A structure of composition C26H58P4SeTl (ωB97M-V/def2-TZVPD, the Open Molecules 2025 dataset).

Charge   +3
E_LUMO (spin up / spin down)   -12.1613 / -12.1603 eV
Frontier orbital gap (spin up / spin down)   3.259 / 3.258 eV

The geometry in XYZ format:
```
90
C26H58P4SeTl, DFT ωB97M-V/def2-TZVPD
Tl 1.484 -0.404 0.113
P 1.684 -2.003 2.293
P 0.994 2.224 1.452
P 0.031 -2.023 -1.848
H 1.891 2.725 -2.325
C 1.309 2.210 -3.093
C 0.087 2.668 -3.406
H -0.313 3.583 -2.953
C 3.487 -2.178 1.996
C 1.440 -1.306 3.963
C 0.948 -3.678 2.220
C 0.754 3.808 0.531
C 0.297 2.712 3.092
C 2.808 2.366 1.820
C -0.463 -1.420 -3.513
C -1.114 -3.443 -1.630
C 1.602 -2.892 -2.287
H 1.748 1.276 -3.473
H -0.597 2.116 -4.043
H 3.967 -2.816 2.740
H 3.941 -1.173 2.028
H 3.634 -2.608 0.989
H 1.890 -1.924 4.757
H 0.353 -1.223 4.147
H 1.903 -0.299 3.988
H 1.365 -4.371 2.967
H 1.127 -4.091 1.210
H -0.137 -3.575 2.397
H 1.406 4.588 0.950
H -0.296 4.114 0.627
H 0.982 3.667 -0.536
H 0.884 3.526 3.548
H 0.297 1.834 3.754
H -0.738 3.052 2.953
H 3.003 3.376 2.192
H 3.404 2.178 0.918
H 3.096 1.634 2.583
H -0.248 -2.186 -4.274
H 0.069 -0.489 -3.762
H -1.542 -1.211 -3.502
H -1.123 -4.090 -2.529
H -2.132 -3.052 -1.457
H -0.801 -4.037 -0.752
H 1.406 -3.496 -3.181
H 1.914 -3.547 -1.461
H 2.416 -2.174 -2.480
C 5.190 0.694 -2.663
C 4.543 1.761 -3.327
C 5.168 2.427 -4.392
C 6.475 2.077 -4.793
C 7.142 1.062 -4.090
C 6.523 0.372 -3.021
Se 4.352 -0.396 -1.276
H 3.064 0.407 -1.421
H 3.526 2.057 -3.030
H 4.643 3.234 -4.931
H 6.953 2.591 -5.624
H 8.160 0.785 -4.358
H 7.048 -0.413 -2.473
C -3.683 -3.088 1.229
C -4.262 -1.762 0.713
C -5.570 -1.427 1.407
P -2.962 -0.407 0.771
C -3.436 0.871 -0.499
C -4.923 0.904 -0.839
C -2.852 2.276 -0.223
C -2.970 0.340 2.484
C -4.193 1.186 2.793
C -2.696 -0.732 3.553
H -3.551 -3.048 2.319
H -2.723 -3.343 0.760
H -4.404 -3.887 1.000
H -4.456 -1.835 -0.375
H -5.483 -1.423 2.501
H -5.987 -0.471 1.075
H -6.296 -2.209 1.146
H -2.923 0.478 -1.398
H -5.544 1.254 0.007
H -5.074 1.594 -1.686
H -5.343 -0.054 -1.190
H -1.888 2.302 0.311
H -2.693 2.739 -1.212
H -3.563 2.888 0.347
H -2.077 1.018 2.458
H -5.115 0.592 2.767
H -4.061 1.618 3.800
H -4.321 2.040 2.112
H -1.839 -1.385 3.292
H -2.451 -0.249 4.518
H -3.563 -1.384 3.737
```

Population analysis type Löwdin, resulting atomic charges in e:
1 Tl 0.5235
2 P 0.7428
3 P 0.7799
4 P 0.7799
5 H 0.0330
6 C -0.1072
7 C -0.0249
8 H 0.0655
9 C -0.2763
10 C -0.2109
11 C -0.2125
12 C -0.2274
13 C -0.2336
14 C -0.2721
15 C -0.2208
16 C -0.2377
17 C -0.2788
18 H 0.0488
19 H 0.0578
20 H 0.0760
21 H 0.0448
22 H 0.0399
23 H 0.0870
24 H 0.0432
25 H 0.0496
26 H 0.0847
27 H 0.0501
28 H 0.0518
29 H 0.0767
30 H 0.0524
31 H 0.0262
32 H 0.0826
33 H 0.0393
34 H 0.0520
35 H 0.0663
36 H 0.0358
37 H 0.0412
38 H 0.0805
39 H 0.0349
40 H 0.0593
41 H 0.0887
42 H 0.0390
43 H 0.0489
44 H 0.0716
45 H 0.0490
46 H -0.0015
47 C -0.5319
48 C -0.1260
49 C -0.0507
50 C -0.0414
51 C -0.0459
52 C -0.1075
53 Se 0.8411
54 H -0.2122
55 H 0.0321
56 H 0.1243
57 H 0.1207
58 H 0.1207
59 H 0.1065
60 C -0.1146
61 C -0.5364
62 C -0.0984
63 P 1.1501
64 C -0.5457
65 C -0.1033
66 C -0.1011
67 C -0.5466
68 C -0.0838
69 C -0.1145
70 H 0.0691
71 H 0.0374
72 H 0.1012
73 H 0.1025
74 H 0.0816
75 H 0.0627
76 H 0.1081
77 H 0.0870
78 H 0.0858
79 H 0.1026
80 H 0.0836
81 H 0.0338
82 H 0.0894
83 H 0.0834
84 H 0.0721
85 H 0.0684
86 H 0.1044
87 H 0.0698
88 H 0.0480
89 H 0.0967
90 H 0.0777

# C25H20N2O2PSe2W

A structure of composition C25H20N2O2PSe2W (ωB97M-V/def2-TZVPD, the Open Molecules 2025 dataset).

Energy above the lowest of the compared OMol25 structures with the same formula, charge and spin   0.5 kcal per mole
Charge   +3
E_LUMO (spin up / spin down)   -10.8907 / -12.9523 eV
<S²>   2.08
2S+1   3
Frontier orbital gap (spin up / spin down)   5.565 / 3.523 eV

The geometry in XYZ format:
```
53
C25H20N2O2PSe2W, DFT ωB97M-V/def2-TZVPD
W 0.204 -0.160 0.692
Se 1.155 -1.534 -0.828
P 2.126 0.004 2.270
Se 0.029 -0.390 3.108
C 3.118 -1.379 2.798
C 3.664 -2.263 1.873
C 4.466 -3.303 2.320
C 4.706 -3.456 3.677
C 4.148 -2.575 4.601
C 3.360 -1.523 4.168
C 2.779 1.511 2.968
C 1.962 2.540 3.434
C 2.544 3.697 3.924
C 3.926 3.838 3.920
C 4.736 2.822 3.434
C 4.169 1.649 2.956
H 3.484 -2.139 0.814
H 4.914 -3.985 1.610
H 5.343 -4.260 4.022
H 4.333 -2.704 5.659
H 2.937 -0.827 4.883
H 0.884 2.425 3.456
H 1.921 4.486 4.325
H 4.374 4.746 4.302
H 5.811 2.936 3.435
H 4.802 0.846 2.596
O -5.615 -5.289 -0.516
C -5.691 -4.115 -0.012
O -6.675 -3.694 0.593
C -4.647 -3.078 0.039
C -3.409 -3.338 0.663
C -2.491 -2.325 0.746
C -2.797 -1.040 0.255
C -4.034 -0.784 -0.344
C -4.979 -1.783 -0.417
N -1.816 0.000 0.359
C -2.213 1.237 0.413
C -1.213 2.272 0.291
C -1.506 3.614 0.254
C -0.483 4.522 -0.022
C 0.788 4.047 -0.258
C 1.035 2.681 -0.163
N 0.064 1.814 0.119
H -4.797 -5.453 -1.019
H -3.177 -4.316 1.066
H -1.551 -2.519 1.233
H -4.263 0.182 -0.771
H -5.954 -1.585 -0.846
H -3.265 1.486 0.498
H -2.524 3.944 0.423
H -0.687 5.584 -0.060
H 1.602 4.716 -0.506
H 2.020 2.263 -0.309
```

Population analysis type natural (NBO), resulting atomic charges in e:
1 W 0.6578
2 Se 0.1907
3 P 0.8989
4 Se -0.0503
5 C -0.3563
6 C -0.2034
7 C -0.1931
8 C -0.1339
9 C -0.1826
10 C -0.2011
11 C -0.3610
12 C -0.2391
13 C -0.1814
14 C -0.1489
15 C -0.1786
16 C -0.2024
17 H 0.2174
18 H 0.2467
19 H 0.2501
20 H 0.2504
21 H 0.2320
22 H 0.2148
23 H 0.2412
24 H 0.2509
25 H 0.2526
26 H 0.2402
27 O -0.5370
28 C 0.7722
29 O -0.1547
30 C -0.0907
31 C -0.1262
32 C -0.2161
33 C 0.3112
34 C -0.2607
35 C -0.0636
36 N -0.5700
37 C 0.2225
38 C 0.0683
39 C -0.1265
40 C -0.0850
41 C -0.1759
42 C 0.1405
43 N -0.5342
44 H 0.5395
45 H 0.2675
46 H 0.2583
47 H 0.2525
48 H 0.2761
49 H 0.2441
50 H 0.2679
51 H 0.2774
52 H 0.2807
53 H 0.2504